1.
DFT (the ωB97M-V functional and the def2-TZVPD basis) results for C25H45Cl2LuP as an isolated structure in a non-equilibrium geometry.

```
74
C25H45Cl2LuP | the OMol25 dataset | the ωB97M-V functional and the def2-TZVPD basis
Lu 3.22830 1.19608 2.96459
P -0.22047 0.39017 0.05807
Cl 2.48671 3.33741 2.17460
C -1.23876 -0.43935 1.41176
H -0.84417 0.04387 2.32378
H -2.27423 -0.05987 1.29985
C 1.64177 0.66807 0.03006
C -0.91528 2.11806 -0.04334
C 2.17698 0.79226 -1.41067
H 1.74226 1.68000 0.47457
C 3.64831 1.21111 -1.45048
H 2.06669 -0.16536 -1.94427
H 1.60550 1.52823 -1.99461
C 4.51504 0.23837 -0.65613
H 3.98093 1.28078 -2.49561
H 3.75555 2.22302 -1.03236
C 4.00148 0.26660 0.80619
H 4.43301 -0.78431 -1.06086
H 5.57182 0.52996 -0.70989
C 2.54371 -0.24563 0.89091
H 4.67454 -0.28880 1.48486
H 4.02745 1.39220 1.05473
H 2.50696 -1.28505 0.53926
H 2.11091 -0.30233 1.96247
C -0.73542 -0.64550 -1.39183
C -2.44715 2.14886 -0.24170
H -0.68528 2.48428 0.97574
C -3.01010 3.57795 -0.23740
H -2.70576 1.65240 -1.19125
H -2.94363 1.58377 0.55493
C -2.29768 4.51074 -1.22085
H -4.07911 3.53145 -0.46422
H -2.90295 3.98374 0.77932
C -0.77086 4.47165 -1.06860
H -2.56874 4.23010 -2.25040
H -2.64928 5.53623 -1.06732
C -0.18732 3.05021 -1.03366
H -0.30270 5.02485 -1.89348
H -0.49117 4.98091 -0.13335
H -0.24299 2.62432 -2.04807
H 0.87660 3.14024 -0.78015
C 0.10661 -1.93019 -1.49807
H -1.76090 -0.94128 -1.10367
C -0.57843 -2.91219 -2.45293
H 1.11454 -1.69627 -1.87654
H 0.24415 -2.40347 -0.51415
C -0.81918 -2.29067 -3.83541
H 0.03867 -3.81465 -2.54240
H -1.54330 -3.21295 -2.01677
C -1.48257 -0.90742 -3.77739
H 0.14145 -2.20975 -4.36276
H -1.44654 -2.96314 -4.42922
C -0.83458 0.04483 -2.75876
H -1.45192 -0.43338 -4.76557
H -2.53918 -1.03187 -3.50079
H 0.17087 0.33757 -3.10440
H -1.43098 0.96689 -2.68835
C 0.08633 -2.48341 1.99569
C -1.29566 -1.91877 1.57683
H 0.93920 -2.22133 1.36536
C -2.41430 -2.35248 2.57432
H -1.56421 -2.38818 0.60660
C -1.94126 -2.58709 4.01070
H -3.22538 -1.60955 2.58332
H -2.84556 -3.28551 2.19012
C -0.85665 -3.66143 4.07618
H -1.55161 -1.65512 4.43893
H -2.80113 -2.90673 4.61736
C 0.35303 -3.28889 3.17368
H -0.51935 -3.80142 5.10753
H -1.26404 -4.62122 3.73225
H 1.08560 -2.73434 3.78903
H 0.86351 -4.22683 2.88193
Cl 1.94133 -0.07141 4.54219
```

The calculation puts the total energy at -94608.068 eV. Its highest occupied orbital energy (spin up / spin down) is -0.77 / -0.77 eV. The calculation puts the energy above the lowest of the compared OMol25 structures with the same formula, charge and spin at 162.3 kJ/mol. As for the lowest unoccupied orbital energy (spin up / spin down): 2.08 / 2.08 eV. Its HOMO-LUMO gap (spin up / spin down) is 2.85 / 2.85 eV. Its charge is -1.



2.
DFT (the ωB97M-V functional and the def2-TZVPD basis) results for C25H45Cl3O10Se2Si3Ta as an isolated structure.

```
89
C25H45Cl3O10Se2Si3Ta | the OMol25 dataset | the ωB97M-V functional and the def2-TZVPD basis
Ta 0.01568 -0.27420 -0.23188
O 1.63755 0.56311 -3.96414
C 1.15706 -0.23964 -3.19953
O 0.48297 0.14937 -2.12159
C 1.32163 -1.72873 -3.51115
C -0.01040 -2.48929 -3.62665
C 0.21335 -3.79062 -4.41329
C 0.90907 -4.67718 -3.34992
C 0.99955 -3.69538 -2.17716
O -0.21119 -2.95647 -2.29444
C 2.07844 -2.63478 -2.49084
C 2.61028 -1.98018 -1.23538
O 3.77276 -2.13612 -0.92646
O 1.79063 -1.26251 -0.50285
H 1.84770 -1.72817 -4.46323
H -0.86038 -1.89041 -3.93149
H 0.81820 -3.63164 -5.30628
H -0.74264 -4.21322 -4.71980
H 1.88681 -5.04611 -3.65983
H 0.28904 -5.53005 -3.07615
H 1.06733 -4.14585 -1.18937
H 2.94569 -3.09438 -2.95978
O -5.35705 0.80656 1.30920
C -4.82932 0.23430 0.10610
C -4.27699 -1.17813 0.31123
C -5.44659 -2.14716 0.54390
O -6.21246 -1.85700 1.70260
C -3.34799 -1.25919 1.51310
Se -1.92212 0.07917 1.60105
C -3.55305 -1.64574 -0.94734
Se -2.17838 -0.48583 -1.71781
H -4.58844 1.06042 1.83949
H -4.04726 0.87362 -0.29952
H -5.65655 0.20503 -0.60817
H -5.06411 -3.16509 0.65928
H -6.08903 -2.13209 -0.34818
H -6.22109 -0.89268 1.80267
H -2.91744 -2.25644 1.57125
H -3.90501 -1.09106 2.43346
H -4.26843 -1.75639 -1.76721
H -3.09335 -2.61792 -0.76887
C -2.14259 2.82752 -1.05399
O -1.00598 2.18847 -0.49968
Si -0.10041 2.85452 0.75099
C -1.04518 3.25029 2.32611
C 0.31049 4.61316 0.20948
C 1.15751 1.48840 0.78184
Si 2.60609 2.18338 -0.28106
C 2.05547 2.67720 -2.01482
C 4.14571 1.12425 -0.38450
C 3.37341 3.78028 0.40186
Si 1.87111 1.12069 2.51672
C 2.59975 2.72300 3.24602
C 0.71397 0.59841 3.90545
C 3.27452 -0.13155 2.46158
H -1.86689 3.80919 -1.44767
H -2.92517 2.94754 -0.29767
H -2.52875 2.20961 -1.86039
H -1.75761 4.05282 2.11144
H -0.33323 3.64314 3.05884
H -1.58188 2.42288 2.77605
H -0.64829 5.12557 0.08130
H 0.87176 4.70530 -0.71642
H 0.84314 5.14574 1.00051
H 2.51193 2.04091 -2.77135
H 2.37624 3.70636 -2.19981
H 0.97960 2.61279 -2.17212
H 4.01483 0.07319 -0.60688
H 4.70532 1.19148 0.55158
H 4.76927 1.56794 -1.16805
H 2.71117 4.64418 0.41484
H 4.17547 3.99882 -0.31215
H 3.83702 3.68345 1.38474
H 2.09002 3.63262 2.91833
H 3.66056 2.83795 3.01519
H 2.50760 2.66689 4.33373
H -0.09419 1.30435 4.09320
H 1.35004 0.57667 4.79849
H 0.27770 -0.38426 3.76885
H 4.24839 0.36396 2.48080
H 3.23338 -0.77221 1.58067
H 3.20601 -0.77358 3.34339
Cl -0.82289 -3.29553 3.77749
C 0.16594 -3.68433 2.35335
Cl -0.36224 -5.22603 1.66843
Cl 1.86826 -3.78643 2.79796
C -0.05881 -2.53723 1.33916
O -0.87478 -2.66374 0.42576
O 0.59269 -1.47998 1.52739
```

The calculation puts the total energy at -240584.768 eV. Its highest occupied orbital energy is -4.80 eV. The calculation puts the energy above the lowest of the compared OMol25 structures with the same formula, charge and spin at 0.0 kJ/mol. As for the lowest unoccupied orbital energy: 2.15 eV. Its HOMO-LUMO gap is 6.95 eV. Its charge is -1.



Question: What is the charge in the second record?
Answer: -1



Question: Which formula does entry 1 have?
Answer: C25H45Cl2LuP